No. 1
Density functional theory data (ωB97M-V with the def2-TZVPD basis set) for a cluster of 2 separate species, C4H4F2 in total in a non-equilibrium geometry.

Cartesian coordinates (Å):
1 C -0.431 -0.707 -0.352
2 C -1.711 -1.213 -0.280
3 C 0.750 -0.192 -0.711
4 C 1.388 1.753 0.743
5 F 1.596 0.978 1.801
6 F 0.216 2.405 0.957
7 H -2.411 -0.679 0.352
8 H -1.963 -2.141 -0.660
9 H 1.624 -0.520 -0.203
10 H 0.943 0.316 -1.646

Calculated values
* lowest unoccupied orbital energy: -0.09 eV
* strongest force on any atom: 5.7 eV/Å
* electronic energy: -354.3728 Ha

=====

No. 2
Density functional theory data (ωB97M-V with the def2-TZVPD basis set) for a structure of composition C5H8FO4Sm in a non-equilibrium geometry.

Cartesian coordinates (Å):
1 C 0.980 -0.371 -0.692
2 O 0.171 0.595 -1.374
3 C 2.455 -0.081 -0.827
4 H 0.648 -0.300 0.350
5 H 0.704 -1.379 -1.026
6 H 3.014 -0.854 -0.283
7 H 2.792 -0.090 -1.872
8 H 2.697 0.898 -0.394
9 C 0.062 1.386 -2.645
10 O -1.642 -0.147 -3.024
11 C -0.761 -1.070 -3.016
12 C 0.489 -0.674 -3.750
13 O 0.633 0.737 -3.676
14 O -0.471 2.462 -2.778
15 F -6.219 -0.114 -1.839
16 H -1.109 -2.113 -3.066
17 H 1.338 -1.213 -3.301
18 H 0.414 -0.968 -4.806
19 Sm -4.396 0.426 -2.659

Calculated values
* expectation value of S²: 12.01
* 2S+1: 7
* total charge: +1
* lowest unoccupied orbital energy (spin up / spin down): -4.67 / -4.58 eV
* strongest force on any atom: 6.1 eV/Å
* electronic energy: -1253.8295 Ha

=====

No. 3
Density functional theory data (ωB97M-V with the def2-TZVPD basis set) for a structure of composition C10H15BrN3 in a non-equilibrium geometry.

Cartesian coordinates (Å):
1 C 3.622 1.321 -0.030
2 C 2.452 1.186 -2.060
3 C 3.502 1.745 -1.285
4 C 1.513 0.477 -0.205
5 C -1.784 1.029 -1.467
6 C -1.171 -0.348 -1.399
7 C -1.537 1.297 0.064
8 C -1.030 -0.199 0.141
9 C 0.526 -0.310 2.138
10 C 0.650 -1.948 0.357
11 N 2.529 0.679 0.568
12 N 1.446 0.565 -1.512
13 N 0.243 -0.580 0.725
14 Br 4.808 2.780 -2.118
15 H 4.484 1.522 0.534
16 H 2.322 1.064 -3.120
17 H -1.398 1.727 -2.257
18 H -2.889 0.971 -1.641
19 H -1.862 -1.033 -1.678
20 H -0.143 -0.525 -1.924
21 H -1.066 2.231 0.460
22 H -2.518 1.341 0.561
23 H -1.747 -0.729 0.790
24 H 1.540 -0.307 2.390
25 H 0.034 0.682 2.412
26 H 0.090 -1.049 2.667
27 H 0.547 -2.131 -0.755
28 H 1.609 -2.059 0.682
29 H 0.129 -2.680 0.901

Calculated values
* total charge: +1
* lowest unoccupied orbital energy: -3.75 eV
* strongest force on any atom: 5.5 eV/Å
* electronic energy: -3127.9483 Ha

=====

No. 4
Density functional theory data (ωB97M-V with the def2-TZVPD basis set) for a cluster of 2 separate species, C2H4BrCl in total.

Cartesian coordinates (Å):
1 C 0.592 0.201 -0.507
2 C -0.393 0.359 0.587
3 Cl 2.227 0.211 -0.095
4 Br -2.194 0.080 -0.078
5 H 0.344 0.478 -1.519
6 H 0.038 -2.341 -0.793
7 H -0.383 1.370 1.014
8 H -0.230 -0.357 1.392

Calculated values
* lowest unoccupied orbital energy (spin up / spin down): -0.52 / -0.23 eV
* strongest force on any atom: 0.8 eV/Å
* electronic energy: -3112.6495 Ha